Below is 11 unconnected molecules or ions with the total composition C32H93N7O11 at a distorted geometry, with properties calculated with the ωB97M-V functional and the def2-TZVPD basis.

```
143
Properties=species:S:1:pos:R:3:forces:R:3
C -19.451762 6.683327 0.150478 0.2 0.3 -0.2
O -18.037445 6.687553 0.079798 0.3 -0.8 0.8
C -17.371196 5.855551 1.058465 -0.4 0.1 -0.7
C -16.835232 4.486814 0.534359 -0.2 -0.5 0.0
C -17.870467 3.618364 -0.268368 0.5 0.9 0.3
N -16.308936 3.786761 1.728559 -0.4 0.1 0.3
H -19.745398 7.522770 -0.479773 -0.3 -0.3 -0.2
H -19.889673 6.878104 1.129459 0.5 0.2 0.5
H -19.893879 5.729324 -0.136777 0.0 -0.1 -0.5
H -16.550282 6.460889 1.442876 0.3 -0.1 -0.1
H -18.023119 5.710600 1.919911 -0.2 -0.3 -0.1
H -15.923092 4.638438 -0.042808 -0.5 0.5 -0.9
H -18.620800 3.177770 0.388116 0.0 0.0 0.2
H -17.419721 2.819310 -0.856967 0.3 -0.1 0.3
H -18.389522 4.217482 -1.016527 0.0 0.3 0.1
H -15.407589 4.203859 1.912112 0.1 0.0 0.4
H -16.109222 2.810132 1.566039 -0.2 -0.1 -0.3
C -28.945980 3.742128 -3.870750 1.1 0.5 0.4
O -27.915201 3.970191 -4.860570 -1.0 -1.1 0.1
C -28.016485 2.974066 -5.894475 1.3 1.7 -1.6
C -27.146327 3.483301 -7.155935 -0.5 -1.4 0.7
C -25.600205 3.457120 -6.905389 -1.1 0.7 -0.1
N -27.605836 4.728083 -7.762228 0.0 0.4 1.0
H -28.590354 4.137407 -2.919233 0.3 0.0 -0.1
H -29.074859 2.671441 -3.712283 -0.4 0.1 -0.1
H -29.859070 4.306999 -4.058625 -0.2 -0.4 -0.6
H -27.593310 2.032123 -5.545513 0.0 -0.2 0.1
H -29.064347 2.850931 -6.168195 0.0 0.0 -0.2
H -27.374267 2.856456 -8.018031 0.3 -1.2 0.5
H -25.247761 4.031275 -7.762260 0.7 -0.2 0.1
H -25.111057 2.484263 -6.856512 -0.3 -0.1 -0.1
H -25.343720 4.024706 -6.010870 0.0 0.0 0.1
H -26.863429 4.959778 -8.406621 -0.2 0.4 -0.4
H -27.602961 5.470549 -7.077504 -0.1 0.4 0.2
C -20.760166 2.189202 -3.645174 0.5 -0.7 0.6
O -19.457069 1.691197 -3.890331 1.1 0.3 -0.4
C -18.996819 0.533705 -3.172804 -1.5 0.2 -1.0
C -17.628901 0.013996 -3.670507 -0.6 1.0 1.3
C -16.591499 1.114562 -3.603798 0.2 0.5 -0.3
N -17.621465 -0.650572 -4.955184 -0.6 0.2 0.0
H -20.786174 2.562121 -2.621286 -0.4 0.1 0.2
H -21.502250 1.400158 -3.766901 -0.2 -0.2 0.1
H -21.020469 2.991427 -4.335671 0.5 0.0 -0.1
H -19.025819 0.642319 -2.088616 0.4 0.7 0.3
H -19.775839 -0.210466 -3.338456 0.0 -0.7 -0.2
H -17.383030 -0.679875 -2.866652 0.2 -0.5 -0.2
H -16.788269 1.940051 -4.287862 -0.2 -0.2 -0.3
H -15.614046 0.707435 -3.862483 0.1 0.1 0.3
H -16.594654 1.614953 -2.635444 0.2 -0.4 0.2
H -18.466677 -1.202943 -4.979817 -0.1 -0.7 0.0
H -17.858857 0.056497 -5.636221 0.3 0.4 -0.4
C -23.015468 6.137054 -2.551182 -1.7 0.5 -1.3
O -23.861207 6.912123 -3.438850 -0.3 0.4 0.1
C -25.176189 6.422073 -3.744047 1.5 -0.6 -0.1
C -25.757316 6.872209 -5.104177 0.8 2.4 0.3
C -25.522399 8.369692 -5.531391 0.3 -0.4 0.6
N -27.182529 6.686466 -5.102921 -0.5 -0.7 -0.7
H -23.569744 5.723377 -1.708711 -0.1 0.5 0.3
H -22.265399 6.881303 -2.283647 0.3 -0.7 0.2
H -22.690887 5.245955 -3.088493 0.7 0.1 -0.2
H -25.036603 5.350021 -3.883020 -0.4 -0.5 0.3
H -25.877220 6.575920 -2.923693 -0.1 0.3 0.2
H -25.201861 6.287096 -5.837127 -0.7 -0.3 -0.3
H -25.989361 8.622116 -6.483407 -0.2 -0.5 -0.1
H -24.468939 8.628306 -5.638297 0.1 -0.1 0.3
H -25.981732 9.047860 -4.812223 0.1 0.0 0.2
H -27.651208 7.151271 -4.338462 0.2 0.3 0.1
H -27.442312 5.712497 -5.039806 0.0 -0.2 0.1
C -26.243511 -1.877134 3.937579 -0.1 -0.7 1.0
O -26.214859 -0.653266 3.317200 -0.3 2.1 -0.9
C -25.056230 -0.373816 2.560596 -0.2 0.4 -1.4
C -25.059519 1.013951 1.791159 0.0 0.6 2.4
C -25.103229 2.239588 2.749885 1.6 -1.2 0.7
N -26.183526 1.162561 0.935978 -1.8 -0.7 -1.0
H -27.218171 -1.935715 4.422056 0.0 -0.2 -0.1
H -25.490125 -1.942147 4.722604 0.3 0.0 0.2
H -26.090057 -2.749173 3.301890 -0.1 0.1 -0.5
H -24.180959 -0.476440 3.202057 0.3 0.1 -0.1
H -25.051143 -1.101704 1.749274 0.5 -0.4 -0.1
H -24.197104 1.075297 1.127399 0.4 -0.3 0.4
H -25.829110 2.082603 3.547717 -0.8 0.4 -0.6
H -25.140329 3.160223 2.167513 -0.5 0.0 0.3
H -24.205863 2.286237 3.366860 0.6 0.1 -0.2
H -27.030392 1.133202 1.485572 -0.3 -0.3 0.2
H -26.192053 2.089701 0.535430 0.2 0.1 -0.1
C -20.324926 4.473089 3.381100 1.2 -0.8 -1.2
O -21.482199 4.574647 2.616066 -1.6 1.3 0.1
C -22.181924 5.756424 3.045151 -1.3 -0.3 0.0
C -23.567803 5.945912 2.339511 0.6 -0.1 -0.1
C -23.306983 6.435436 0.941169 0.8 -0.9 -0.8
N -24.469671 6.947804 2.957396 1.1 -1.0 0.1
H -20.487200 4.220910 4.429039 -0.1 0.3 0.1
H -19.719260 5.358070 3.185973 0.1 0.3 0.8
H -19.757359 3.673083 2.905746 0.1 -0.3 0.3
H -22.300852 5.698261 4.127086 -0.2 -0.1 0.3
H -21.628820 6.677109 2.859321 0.6 0.1 -0.2
H -24.055613 4.971331 2.321432 -0.1 0.0 0.0
H -22.792381 7.395913 0.913497 -0.7 0.5 0.2
H -24.187725 6.349586 0.304760 0.0 0.6 0.1
H -22.541495 5.823773 0.463682 0.0 -0.5 0.0
H -23.809230 7.672394 3.200073 -0.3 0.8 0.3
H -24.791489 6.564160 3.834511 -0.2 0.1 0.3
C -22.117089 2.895742 -0.033896 -0.3 -0.1 0.1
O -22.831945 1.907049 -0.800908 -0.6 0.9 -0.2
C -24.050351 2.459101 -1.379590 0.3 0.6 -0.4
C -24.760647 1.465755 -2.341063 1.1 1.1 0.2
C -26.021019 2.022825 -3.029209 0.3 -0.8 0.5
N -24.948822 0.200699 -1.611372 0.0 1.1 -0.6
H -21.050936 2.676750 0.024994 -0.1 -0.6 0.0
H -22.516144 2.988281 0.976207 0.0 -0.2 0.1
H -22.138477 3.910313 -0.431743 -0.4 0.0 -0.6
H -24.764793 2.814679 -0.637134 0.0 -0.3 0.7
H -23.764407 3.395255 -1.859124 0.1 0.0 -0.6
H -24.037490 1.322517 -3.143952 0.1 -0.5 -0.1
H -26.769450 2.370101 -2.316922 -0.1 0.0 0.0
H -26.423944 1.165098 -3.567770 -0.3 0.0 0.0
H -25.853750 2.782286 -3.792979 0.3 0.2 0.3
H -25.627749 0.395090 -0.889308 -0.7 -0.2 0.3
H -24.097720 0.180982 -1.067920 0.4 -0.7 0.2
C -28.512576 -1.123357 -2.039329 1.4 -0.2 0.0
C -28.384252 -0.984914 -3.529630 -1.2 1.1 0.4
O -29.392250 -1.831003 -4.091406 0.9 0.0 -0.5
H -28.242569 -2.161479 -1.845679 -0.7 -0.2 0.4
H -29.472688 -0.787506 -1.647563 0.0 -0.4 -0.1
H -27.695269 -0.590073 -1.553819 -0.1 0.4 0.1
H -27.362776 -1.117305 -3.886221 0.0 -0.8 0.0
H -28.648062 0.030333 -3.825899 0.0 0.5 0.0
H -29.237715 -1.724820 -5.032909 -0.5 -0.4 -0.3
C -21.768198 -0.928395 0.236295 -1.5 0.6 -0.9
C -21.739158 -1.394027 -1.219720 2.4 0.4 1.0
O -22.209011 -2.677036 -1.459391 -0.5 -1.0 0.0
H -21.673300 -1.722150 0.977278 0.4 0.0 -0.2
H -22.742262 -0.457588 0.369146 0.1 0.2 0.6
H -20.997236 -0.157964 0.248445 -0.1 0.0 0.7
H -20.662764 -1.503304 -1.352147 0.3 0.6 -0.8
H -22.109048 -0.646688 -1.921688 -0.3 -0.1 0.1
H -21.395724 -3.184546 -1.408419 -0.6 -0.7 -0.2
O -24.556128 -2.205361 -2.837348 -0.2 -0.8 -0.8
H -24.854081 -1.330586 -2.587877 -0.3 0.6 0.4
H -23.732899 -2.322767 -2.363281 0.2 -0.4 0.1
O -29.172873 2.703230 -1.010877 0.0 0.0 -0.1
H -28.606612 3.238199 -0.454645 0.1 0.2 0.2
H -29.401282 1.949692 -0.466602 -0.1 -0.3 0.1
```
Positions in Å, forces in eV/Å.

SMILES: COC[C@H](C)N.COC[C@H](C)N.COC[C@H](C)N.COC[C@H](C)N.COC[C@H](C)N.COC[C@H](C)N.COC[C@H](C)N.CCO.CCO.O.O
Energy, Ha: -2485.671550
HOMO-LUMO gap, eV: 9.0231